(1)
Below is 2 unconnected molecules or ions with the total composition Cl2FHSi at a distorted geometry, with properties calculated with wB97M-V/def2-TZVPD.

For the orbital gap, the calculation gives 9.62 eV. The energy relative to the best compared isomer or geometry (same formula, charge and spin) is 237.5 kJ/mol. For the total energy, the calculation gives -35658.0892 eV. The molar mass comes out at 119.00 g/mol. As for the max |F|: 4.99 eV/A.

Structure (XYZ):
```
5
Properties=species:S:1:pos:R:3:forces:R:3
F 0.6948 0.4279 -0.6838 0.8 1.0 -0.2
Si 1.5904 1.8241 -0.7455 -1.0 -1.1 0.2
Cl 3.1730 -1.3257 -0.0943 -1.7 4.4 1.0
Cl 0.3115 2.9564 0.4376 0.1 0.2 0.0
H 3.5806 -2.3926 -0.3293 1.8 -4.5 -1.0
```
Forces are in eV/Å.

=====

(2)
Below is a single Cl2H2NO2P molecule at a distorted geometry, with properties calculated with wB97M-V/def2-TZVPD.

For the orbital gap, the calculation gives 9.82 eV. The energy relative to the best compared isomer or geometry (same formula, charge and spin) is 317.6 kJ/mol. For the total energy, the calculation gives -39948.9195 eV. As for the SMILES: [O-][NH2+]OP(Cl)Cl. The molar mass comes out at 149.90 g/mol. As for the max |F|: 3.04 eV/A.

Structure (XYZ):
```
8
Properties=species:S:1:pos:R:3:forces:R:3
O 1.0856 -1.6980 -0.2912 0.5 -0.5 -0.2
N 0.0822 -1.1990 -0.8177 1.9 -0.1 2.4
O -0.5213 0.1105 0.0118 -0.1 0.9 0.1
P 0.5073 1.0314 0.8637 -0.6 0.0 -1.0
Cl 0.0565 2.8924 -0.0401 0.3 -0.4 0.1
Cl -0.7807 1.1833 2.4008 -0.2 0.2 1.1
H 0.3323 -0.6251 -1.6227 -1.3 -0.5 -0.8
H -0.7619 -1.6956 -0.5046 -0.5 0.3 -1.6
```
Forces are in eV/Å.

=====

> energy relative to the best compared isomer or geometry (same formula, charge and spin) of number 1 (Cl2FHSi)?

237.5 kJ/mol

=====

> max |F| of number 2 (Cl2H2NO2P)?

3.04 eV/A